Computed, not measured: the molecule C15H15N5O4, with wB97M-V/def2-TZVPD.

Atoms and positions in Å:
N (-1.440, 2.843, -1.631)
C (-0.942, 3.374, -0.499)
N (-0.851, 4.633, -0.412)
C (-0.126, 5.051, 0.772)
O (0.034, 6.278, 0.860)
C (0.249, 4.132, 1.842)
N (0.934, 4.311, 3.020)
C (1.091, 3.122, 3.626)
N (0.481, 2.191, 2.784)
O (0.784, 0.860, 2.862)
C (-0.059, 0.090, 3.719)
C (-0.099, -1.338, 3.211)
C (-0.929, -1.283, 1.839)
O (-0.112, -1.837, 0.774)
C (-0.034, -1.033, -0.362)
O (-0.871, -0.199, -0.775)
C (1.188, -1.385, -1.218)
C (1.568, -0.542, -2.233)
C (2.699, -0.972, -2.989)
C (3.408, -2.130, -2.707)
C (3.027, -3.030, -1.746)
C (1.950, -2.598, -0.953)
C (0.009, 2.816, 1.668)
N (-0.612, 2.487, 0.454)
H (-1.335, 3.435, -2.448)
H (-1.237, 1.899, -1.793)
H (1.652, 2.870, 4.568)
H (-0.968, 0.616, 3.800)
H (0.430, 0.009, 4.717)
H (-0.521, -1.961, 4.005)
H (0.854, -1.812, 3.067)
H (-1.221, -0.292, 1.553)
H (-1.792, -1.910, 1.877)
H (1.250, 0.475, -2.212)
H (3.117, -0.282, -3.677)
H (4.267, -2.423, -3.225)
H (3.561, -3.934, -1.442)
H (1.781, -3.427, -0.205)
H (-0.547, 1.534, 0.148)

Its highest occupied orbital energy is -8.388 eV. The net charge is 0. As for the HOMO-LUMO gap: 8.0335 eV. The calculation puts the energy relative to the best compared isomer or geometry (same formula, charge and spin) at 266.20 kJ/mol. As for the structure (SMILES): Nc1nc(=O)c2ncn(OCCCOC(=O)c3ccccc3)c2[nH]1.

natural (NBO) population analysis, charges in e, atoms 1 to 8:
1. N -0.7900
2. C 0.5857
3. N -0.5379
4. C 0.5913
5. O -0.5654
6. C -0.0542
7. N -0.3845
8. C 0.1267

---

Computed, not measured: C15H15N9O6STi as an isolated structure, with wB97M-V/def2-TZVPD.

Atoms and positions in Å:
Ti (0.325, -0.838, 0.487)
O (2.048, -0.383, -0.186)
S (2.594, 0.939, -0.863)
C (3.957, 0.316, -1.860)
C (5.104, 0.079, -0.887)
C (5.138, 1.320, 0.001)
C (3.692, 1.632, 0.411)
H (4.172, 1.124, -2.566)
H (3.594, -0.547, -2.416)
H (6.037, -0.062, -1.430)
H (4.920, -0.823, -0.301)
H (5.551, 2.164, -0.552)
H (5.753, 1.177, 0.887)
H (3.464, 2.693, 0.496)
H (3.378, 1.134, 1.329)
N (-4.428, 1.050, -3.684)
C (-3.477, 0.766, -3.102)
N (-2.380, 0.450, -2.457)
C (-1.591, 0.082, -1.665)
N (-0.714, -0.291, -0.888)
O (0.392, 0.752, 1.684)
C (-0.614, 0.299, 2.355)
O (-0.991, -0.868, 1.959)
C (-1.252, 1.021, 3.431)
C (-2.326, 0.431, 4.104)
C (-2.941, 1.118, 5.132)
C (-2.464, 2.377, 5.451)
C (-1.406, 2.985, 4.799)
C (-0.790, 2.295, 3.774)
N (-3.128, 3.121, 6.559)
O (-2.682, 4.213, 6.821)
O (-4.016, 2.545, 7.142)
H (-2.669, -0.554, 3.819)
H (-3.773, 0.706, 5.683)
H (-1.089, 3.973, 5.101)
H (0.038, 2.735, 3.237)
O (2.445, -2.173, 3.137)
C (1.779, -1.776, 2.334)
N (-0.206, -6.070, 1.431)
N (-0.138, -4.931, 0.684)
N (-0.082, -4.971, -0.633)
C (0.080, -3.700, -0.934)
N (0.132, -2.945, 0.176)
N (-0.017, -3.766, 1.215)
H (-0.597, -6.815, 0.864)
H (-0.722, -5.901, 2.286)
H (0.158, -3.328, -1.942)

Its highest occupied orbital energy is -15.331 eV. The net charge is +2. As for the HOMO-LUMO gap: 7.3484 eV. The calculation puts the energy relative to the best compared isomer or geometry (same formula, charge and spin) at 0.00 kJ/mol.

natural (NBO) population analysis, charges in e, atoms 1 to 8:
1. Ti 1.5226
2. O -0.8865
3. S 1.2267
4. C -0.5656
5. C -0.4178
6. C -0.4197
7. C -0.5685
8. H 0.2656

---

Computed, not measured: C15H16B2BrF4FeN4O6S3Sb as an isolated structure, with wB97M-V/def2-TZVPD.

Atoms and positions in Å:
Fe (0.177, 0.982, 0.330)
C (-3.144, -2.006, -0.132)
C (-2.157, -0.965, 0.307)
N (-1.479, -0.211, -0.569)
O (-1.778, -0.426, -1.848)
B (-0.661, -0.373, -2.870)
F (-1.297, -0.420, -4.098)
F (0.166, -1.464, -2.674)
O (0.115, 0.908, -2.826)
N (-0.063, 1.628, -1.710)
C (-0.421, 2.848, -1.846)
C (-0.586, 3.534, -3.161)
C (-0.786, 3.501, -0.576)
N (-0.758, 2.761, 0.476)
O (-1.173, 3.374, 1.593)
B (-1.212, 2.578, 2.862)
F (-2.092, 3.240, 3.685)
F (0.090, 2.565, 3.411)
O (-1.739, 1.223, 2.668)
N (-0.932, 0.269, 1.998)
C (-1.886, -0.762, 1.639)
C (-2.576, -1.484, 2.746)
C (-1.239, 4.919, -0.508)
H (-3.057, -2.170, -1.201)
H (-4.163, -1.686, 0.093)
H (-2.963, -2.945, 0.392)
H (-0.423, 2.817, -3.960)
H (0.134, 4.349, -3.254)
H (-1.587, 3.959, -3.249)
H (-2.499, -0.910, 3.668)
H (-2.136, -2.472, 2.913)
H (-3.633, -1.624, 2.516)
H (-0.961, 5.464, -1.407)
H (-0.809, 5.395, 0.371)
H (-2.324, 4.958, -0.389)
S (3.839, -0.765, 2.838)
Sb (2.292, 0.962, 2.926)
S (2.145, 2.059, 0.831)
S (0.264, -0.467, 3.098)
Br (5.537, -4.583, -2.203)
C (4.119, -3.978, -1.087)
C (3.620, -4.834, -0.118)
C (2.588, -4.392, 0.696)
C (2.065, -3.117, 0.538)
C (2.580, -2.276, -0.441)
C (3.618, -2.704, -1.260)
C (2.049, -0.881, -0.637)
O (2.598, -0.090, -1.365)
O (1.043, -0.625, 0.176)
H (4.034, -5.827, -0.004)
H (2.194, -5.049, 1.461)
H (1.270, -2.754, 1.175)
H (4.000, -2.031, -2.014)

The spin multiplicity is 6. Its highest occupied orbital energy (spin up / spin down) is -5.511 / -5.829 eV. The net charge is -1. As for the HOMO-LUMO gap (spin up / spin down): 6.6532 / 5.8811 eV. The calculation puts the energy relative to the best compared isomer or geometry (same formula, charge and spin) at 85.67 kJ/mol.

Löwdin population analysis, charges in e, atoms 1 to 8:
1. Fe 0.5189
2. C 0.0019
3. C -0.2442
4. N 0.0349
5. O 0.0595
6. B -1.0635
7. F 0.1485
8. F 0.1684